This record from OMol25 describes a structure of composition C66H77AlO4P. The level of theory is ωB97M-V with the def2-TZVPD basis set.

Output
- HOMO: -0.1520 Eh
- Charge: -1
- Max |F|: 2.9 eV/Å

Cartesian coordinates (Å):
H  -3.895  3.127  -1.473
H  1.046  0.365  -0.236
C  -1.891  11.270  5.467
H  4.237  6.900  5.858
H  -8.538  -6.159  -7.361
H  -1.037  -0.917  -4.234
H  -4.065  -3.819  -1.848
C  -0.749  -6.017  -2.961
C  5.291  -0.432  1.018
H  -0.080  -5.171  -3.096
H  12.287  4.387  2.115
C  0.914  -2.236  -1.780
H  0.910  -12.793  0.475
H  0.395  -2.398  -5.618
H  -6.371  -3.249  -5.056
O  -1.320  5.437  -0.313
H  -3.826  10.327  5.575
C  11.053  1.975  0.059
H  1.283  2.333  2.362
C  -0.165  -12.652  0.404
H  0.847  -7.425  -2.632
C  4.912  7.308  2.550
H  8.597  -0.483  0.225
H  -3.090  2.483  -5.646
H  -0.256  2.540  1.194
H  6.524  1.980  3.073
C  -6.187  -4.152  -1.684
Al  -2.037  4.434  2.857
C  -2.751  10.184  5.638
C  -1.087  -8.371  -2.538
H  8.629  1.306  1.944
C  -3.694  0.745  -4.525
C  -9.709  -4.988  -5.983
C  12.237  1.591  -0.570
H  -4.064  -6.776  -2.938
H  -10.615  -3.678  -4.532
C  0.747  5.634  2.198
H  10.117  1.488  -0.201
H  -2.535  -4.845  -3.245
C  7.675  -0.188  0.719
C  7.694  0.818  1.685
C  -1.543  0.677  1.982
H  2.169  -3.763  -4.547
H  -6.138  -1.357  1.001
C  6.147  6.540  4.930
C  -2.467  -8.188  -2.627
C  -2.067  -11.201  0.060
C  -3.842  2.460  -2.329
H  1.085  9.678  5.882
H  -4.001  -12.144  0.168
C  -7.306  -3.737  -5.316
H  -8.476  -2.576  -3.927
C  -2.404  -13.556  0.480
H  -3.273  2.215  2.222
C  -4.969  -2.518  -0.387
C  -3.387  2.097  -4.674
C  -7.372  -3.768  -1.055
C  1.538  -3.119  -3.940
C  4.186  7.300  3.742
H  -1.680  0.926  0.835
H  -0.443  7.744  6.173
C  -0.849  8.732  5.975
C  -4.083  0.252  -3.279
H  -1.538  5.257  -1.278
P  -2.462  4.449  0.575
C  6.255  6.933  2.549
C  -0.512  11.087  5.552
H  0.020  5.228  4.367
C  6.874  6.553  3.740
C  4.803  6.912  4.931
C  1.456  1.342  0.265
H  -4.463  0.725  -1.212
H  4.430  7.607  1.623
C  0.542  -2.350  -4.543
H  -0.017  -10.538  0.011
C  0.010  9.819  5.810
H  -3.329  5.026  3.601
C  -0.263  -1.519  -3.764
C  -0.228  -7.284  -2.703
H  2.497  -3.665  -2.089
H  1.800  5.770  2.696
H  14.392  3.713  0.986
H  1.055  -2.196  -0.703
C  -9.692  -3.979  -5.020
H  2.626  1.224  0.474
C  6.510  1.198  2.318
H  1.373  2.232  -0.526
C  -4.987  -3.524  -1.353
H  0.158  11.933  5.418
C  -2.988  -6.919  -2.876
H  -3.105  1.034  3.685
H  4.354  -0.919  0.757
O  -4.098  5.034  0.216
C  -0.687  -11.385  0.145
H  -4.470  5.465  1.045
H  -10.646  -5.475  -6.244
C  -7.354  -2.760  -0.092
H  -1.946  -0.431  2.167
C  5.308  0.576  1.981
H  6.462  -1.604  -0.360
H  -4.033  -2.030  -0.128
H  10.147  3.284  1.511
O  -1.730  2.733  3.604
H  -8.278  -2.459  0.397
H  0.525  6.446  1.364
H  6.819  6.936  1.620
C  6.475  -0.816  0.388
C  0.593  1.800  1.581
H  0.705  4.588  1.639
H  -0.618  -14.727  0.766
H  -3.073  -14.404  0.605
H  6.629  6.240  5.857
H  7.923  6.267  3.740
C  -6.153  -2.138  0.246
C  -2.229  8.915  5.887
H  -3.136  -9.036  -2.501
H  -4.327  -0.801  -3.164
H  -3.631  0.076  -5.379
H  -0.681  -9.359  -2.341
C  12.272  3.606  1.360
C  -2.129  -5.833  -3.046
H  14.360  1.924  -0.733
H  -0.702  -0.811  -1.777
O  -0.102  0.709  2.283
H  -6.200  -4.940  -2.432
C  13.456  3.225  0.727
H  12.224  0.804  -1.318
H  -2.298  12.258  5.268
C  -7.325  -4.743  -6.282
C  -2.468  1.668  2.906
H  -0.785  6.768  3.632
H  -3.216  4.007  -3.692
H  4.385  0.877  2.469
C  -2.926  -12.287  0.231
C  -1.024  -13.739  0.568
C  -0.432  5.672  3.363
H  -8.308  -4.255  -1.315
C  13.438  2.219  -0.239
C  -8.525  -5.372  -6.613
C  11.071  2.984  1.022
C  1.723  -3.064  -2.559
C  -8.490  -3.357  -4.683
H  -2.898  8.068  6.012
H  -6.403  -5.038  -6.776
C  -0.076  -1.461  -2.383
C  -4.158  1.109  -2.182
H  3.141  7.596  3.743
C  -3.458  2.954  -3.576
H  -2.473  -10.213  -0.139

Forces on atoms 1 to 2 (eV/Å):
H 0.034 -0.112 -0.088
H 0.729 1.892 1.066

These are the Mulliken partial charges, in e, on atoms 1 to 6:
1 H 0.3981
2 H -0.0372
3 C -0.3391
4 H 0.3573
5 H 0.3490
6 H 0.4266


This record from OMol25 describes a cluster of 14 separate species, C66H92O28 in total. The level of theory is ωB97M-V with the def2-TZVPD basis set.

Output
- HOMO: -0.3713 Eh
- Charge: 0
- ΔE to the lowest compared entry with this formula, charge and spin: 0.0000 eV
- Max |F|: 4.4 eV/Å

Cartesian coordinates (Å):
H  2.908  -1.563  2.845
H  -6.864  -5.026  0.885
H  -2.363  -0.755  1.077
C  -4.710  2.270  -2.097
H  -6.545  0.252  1.895
C  6.465  -3.744  -0.751
C  -4.074  3.297  3.048
O  4.801  -2.293  0.195
H  3.766  5.018  -0.181
H  3.939  -0.343  2.052
H  2.970  -1.400  0.239
C  1.383  -5.749  1.603
H  -5.023  -4.264  3.226
C  3.400  -5.733  -4.581
H  0.839  -0.584  2.877
O  4.945  -2.513  -5.392
H  -3.378  -5.810  -1.428
H  -5.244  -3.237  1.841
O  2.872  1.411  -3.301
H  -5.108  -2.501  -4.081
O  3.923  -3.260  5.640
C  0.788  0.675  1.101
H  -2.408  -5.953  0.079
H  -1.993  -4.078  -7.112
H  5.234  2.008  -1.344
C  -1.815  -3.909  -6.043
C  1.731  -3.920  6.247
H  -6.461  -6.083  2.248
H  2.042  -6.585  1.697
C  0.619  -0.882  -1.949
H  1.186  -0.020  6.915
H  -1.599  5.346  6.035
H  6.611  -4.207  -1.744
H  0.854  5.087  -4.320
O  0.229  3.547  -2.531
H  3.621  -1.024  6.346
C  2.755  -2.881  -4.550
H  -0.747  3.381  0.445
H  -1.026  -5.039  -4.320
C  -5.314  3.410  -2.956
C  2.561  7.004  2.185
C  3.542  -2.072  0.886
O  -5.482  -0.519  0.373
C  -6.781  -0.313  1.019
C  2.103  -5.271  -4.048
C  0.129  0.302  -1.191
H  7.026  -2.797  -0.679
H  -0.126  -1.681  -1.928
H  -6.400  3.522  -2.816
H  -4.130  -1.658  -2.938
H  3.664  1.575  -0.963
O  -3.355  2.020  -2.624
H  1.880  7.137  0.162
C  3.997  1.198  -3.006
H  -2.918  5.372  -0.419
C  1.082  3.067  5.983
H  -0.723  -5.729  -5.994
O  1.458  1.996  5.484
O  -2.787  3.264  1.027
C  2.238  4.030  -1.251
C  3.775  -1.365  2.260
H  -4.219  -3.391  -2.828
H  -2.325  -4.437  -0.888
O  -5.095  -4.067  -0.432
O  -1.787  -2.424  -3.865
H  0.848  -0.610  -2.990
H  -4.620  2.544  -1.070
C  1.433  -1.053  6.741
C  3.306  4.822  -1.148
H  -0.644  3.651  4.646
C  -2.987  -5.234  -0.549
O  0.930  -5.936  3.918
H  -7.178  -1.275  1.340
C  -3.183  1.230  -3.734
C  -1.718  3.676  0.061
C  -1.344  -5.165  -5.317
C  4.489  1.246  -1.606
H  -1.347  -2.898  1.486
H  3.690  -6.757  -4.686
C  0.028  -4.090  0.407
C  4.999  -3.470  -0.542
H  2.910  -2.982  0.995
H  -1.333  5.431  -1.149
H  3.045  7.664  2.933
O  -4.180  -4.871  1.498
C  -0.620  4.905  6.308
O  -4.046  0.551  -4.234
H  -3.150  0.336  -0.141
C  -2.867  -2.773  -4.279
H  -0.709  -3.945  3.760
C  0.292  -2.050  6.804
C  1.844  -3.778  -4.100
H  -3.203  -1.473  -0.347
O  -4.340  -0.640  2.348
O  -0.356  -3.536  -0.616
C  -4.180  -2.525  -3.526
H  -1.530  5.736  0.630
H  -1.901  3.098  -0.843
C  -4.158  -4.692  0.133
H  5.293  0.171  -5.879
O  4.048  -4.192  -0.865
H  2.011  4.974  8.695
C  2.665  5.800  -3.545
H  4.529  -1.809  2.976
O  4.493  6.544  -2.297
C  4.125  -3.324  -4.975
C  0.757  -5.351  2.889
H  -7.338  1.348  -0.237
H  -8.716  0.270  0.005
O  1.414  4.545  2.475
C  1.127  -5.082  0.410
H  -1.015  -3.176  -6.037
C  -0.107  3.898  5.570
H  -1.186  2.106  -3.919
H  -0.612  0.327  2.679
H  1.522  -1.326  -1.547
O  -0.874  -1.675  6.893
C  3.560  5.739  -2.362
C  -1.856  5.119  -0.212
C  1.627  5.009  -3.610
H  3.068  2.585  2.231
H  -0.894  0.462  -1.558
C  3.534  3.478  2.632
H  4.350  2.079  -6.915
O  1.609  1.464  0.725
H  3.885  3.339  3.707
H  -4.141  2.224  3.074
C  2.641  -1.494  6.383
H  -4.871  4.372  -2.774
H  2.537  2.945  7.581
C  2.814  -2.910  6.008
H  4.914  0.273  -1.242
H  3.588  2.609  -5.462
C  -0.198  -4.184  2.820
C  -7.610  0.282  -0.091
H  0.840  -3.371  -3.889
O  1.305  -5.981  -3.504
C  1.344  4.133  -2.445
O  0.022  0.035  0.220
H  1.548  6.822  2.533
C  0.447  0.374  2.519
H  -7.389  -0.221  -1.016
C  -5.277  -4.240  2.168
H  -3.904  3.688  4.021
O  3.275  5.758  2.160
H  -0.436  -4.055  6.543
H  -7.378  -4.553  2.569
H  1.779  3.571  -0.396
O  -3.035  -3.427  -5.442
C  -2.756  3.675  2.301
C  4.498  2.098  -5.829
H  2.235  8.697  0.833
C  2.623  4.626  2.428
C  -1.900  1.419  -4.359
C  0.190  5.472  7.470
H  6.899  -4.447  0.015
H  5.386  -5.149  -5.180
C  1.374  4.648  7.824
H  2.956  6.542  -4.276
H  2.517  -1.808  -4.636
C  -6.605  -5.002  1.930
C  -3.199  -0.650  0.365
H  -2.210  -5.805  -5.305
C  0.483  -3.472  6.581
C  2.562  7.670  0.838
C  4.339  -4.823  -4.881
H  3.564  7.619  0.418
C  -0.544  -3.591  1.669
O  -1.795  4.234  2.744
C  1.777  3.571  7.160
H  1.918  -4.968  6.049
H  -5.286  1.363  -2.110
O  4.926  0.739  -3.889
H  -2.064  1.697  -5.384
O  -0.031  6.569  7.945
H  -1.364  0.420  -4.275
H  0.717  1.212  -1.398
C  -4.395  -0.596  1.148
H  -5.032  3.056  -3.956
H  4.407  3.659  2.000
H  3.555  0.149  -5.319
H  0.952  1.133  3.184
H  1.670  -5.231  -0.512
C  4.521  0.726  -5.286
H  5.448  2.569  -5.682
H  -4.916  3.768  2.611

Forces on atoms 1 to 2 (eV/Å):
H -1.206 0.482 0.259
H -0.288 0.294 -0.209

These are the Mulliken partial charges, in e, on atoms 1 to 6:
1 H -0.1077
2 H 0.3036
3 H -0.6230
4 C -0.1049
5 H 0.5004
6 C -1.1225